This record from the OMol25 dataset describes a single C6H8NP molecule in a non-equilibrium geometry. The level of theory is ωB97M-V/def2-TZVPD.

XYZ file:
```
16
Properties=species:S:1:pos:R:3:forces:R:3
C 1.552908 -1.865540 0.182824 -0.6025 1.8576 -0.0817
C 0.269800 -1.268001 0.308883 0.2974 2.5166 -1.1178
C 2.653284 -1.024664 -0.070006 0.3097 -0.9970 0.2501
C -0.047288 0.084741 0.055366 3.2500 -0.4481 -0.1672
C -2.018171 1.444575 -0.701516 0.7969 1.8671 1.0606
C -1.265803 0.683290 0.483499 -1.9294 1.5084 -0.4591
N 1.036654 1.117890 -0.471058 -2.5770 -4.0105 0.8748
P 2.552358 0.684185 -0.484368 1.4292 -0.5131 0.5405
H 1.555886 -2.896933 0.485971 0.8608 -0.2279 -0.0171
H -0.532788 -1.866659 0.708014 -0.2818 0.0484 -0.0109
H 3.663354 -1.459836 0.098661 -0.6250 0.7479 -0.6128
H -1.836235 0.913022 -1.714224 -0.6608 1.0956 1.7569
H -1.572559 2.547860 -0.664941 -0.7026 -2.3539 -0.7484
H -3.090174 1.637549 -0.370115 1.1462 -0.7029 -0.9379
H -1.900788 -0.127500 0.835844 -0.1454 0.1345 0.2900
H -1.020435 1.396015 1.317163 -0.5659 -0.5225 -0.6201
```
Positions in Å, forces in eV/Å.

Properties
* F_max: 4.8 eV/Å
* charge: 0
* E_LUMO (alpha / beta): 0.017 / -0.118 Ha
* calculated total energy: -17125.241 eV
* multiplicity: 3
* Kohn-Sham gap (alpha / beta): 6.567 / 5.764 eV